# 1
{"formula": "C3H7N2OS", "method": "wB97M-V/def2-TZVPD", "species": ["N", "C", "C", "S", "C", "N", "O", "H", "H", "H", "H", "H", "H", "H"], "coordinates": [[0.98130, 1.00952, 0.42478], [-0.22648, 0.49262, -0.19133], [0.09478, -0.25613, -1.50632], [0.61265, 0.89174, -2.79469], [-0.93024, -0.53770, 0.67951], [-0.27454, -0.96545, 1.75900], [-2.02716, -0.97880, 0.35499], [0.90643, 1.98269, 0.67991], [1.76715, 0.92437, -0.20359], [-0.98194, 1.22983, -0.42884], [0.98733, -0.87268, -1.36588], [-0.78243, -0.79762, -1.82651], [0.63169, -0.58699, 1.99008], [-0.75854, -1.53540, 2.42890]], "forces_ev_per_angstrom": [[0.02, 0.08, 0.06], [0.41, -0.94, -0.25], [0.22, 1.33, 0.03], [-0.02, -0.09, -0.10], [-1.02, -0.33, -0.31], [0.67, -0.04, 0.78], [0.27, 0.36, 0.04], [-0.05, 0.04, 0.01], [0.06, 0.14, -0.09], [-0.10, 0.41, 0.07], [-0.25, -0.45, 0.06], [0.04, -0.47, -0.09], [-0.20, 0.16, -0.10], [-0.05, -0.18, -0.11]], "nbo_charge": [-0.852, -0.159, -0.580, 0.110, 0.652, -0.812, -0.640, 0.377, 0.369, 0.217, 0.236, 0.260, 0.418, 0.404], "spin_multiplicity": 2, "e_homo_ev": [-9.374, -9.102], "energy_ha": -701.4290}

# 2
{"formula": "C2HClO3", "method": "wB97M-V/def2-TZVPD", "species": ["C", "C", "O", "O", "O", "Cl", "H"], "coordinates": [[0.83111, 0.55291, 0.10331], [-0.12886, 1.44236, -0.06327], [0.69571, -0.78229, 0.10212], [-1.08287, -2.03020, -0.58210], [-0.59549, -1.37847, 0.43252], [-1.69903, 1.69156, -0.04887], [1.97943, 0.50412, 0.05629]], "forces_ev_per_angstrom": [[0.37, 0.68, -0.63], [3.31, -0.11, 0.34], [0.23, -3.10, -0.13], [1.06, 1.22, 1.56], [-1.38, -0.47, -1.28], [-1.89, 0.12, 0.01], [-1.70, 1.67, 0.12]], "nbo_charge": [-0.023, -0.130, -0.268, -0.091, 0.095, 0.169, 0.248], "spin_multiplicity": 1, "e_homo_ev": [-9.233, -9.187], "energy_ha": -762.3680}

# 3
{"formula": "ClH2NO2Si", "method": "wB97M-V/def2-TZVPD", "species": ["O", "Si", "H", "H", "O", "N", "Cl"], "coordinates": [[-1.57938, -1.07759, -0.80514], [-0.64256, -0.12391, -0.11307], [-0.96055, 1.27253, 0.15889], [0.70442, -0.44270, 0.33529], [1.03727, -3.23672, -1.46785], [1.48563, -3.22880, -2.54034], [0.32825, -3.52365, -3.87646]], "forces_ev_per_angstrom": [[-0.34, -0.46, -0.28], [0.12, 0.34, 0.07], [-0.12, 0.32, 0.08], [0.36, -0.19, 0.12], [0.23, -0.09, -1.45], [0.58, 0.29, 2.07], [-0.83, -0.21, -0.62]], "nbo_charge": [-1.128, 1.611, -0.242, -0.243, -0.181, 0.213, -0.030], "spin_multiplicity": 1, "e_homo_ev": -10.504, "energy_ha": -956.0016}

# 4
{"formula": "C31H88O13", "method": "wB97M-V/def2-TZVPD", "species": ["C", "C", "O", "H", "H", "H", "H", "H", "H", "C", "C", "O", "H", "H", "H", "H", "H", "H", "C", "C", "O", "H", "H", "H", "H", "H", "H", "C", "C", "O", "H", "H", "H", "H", "H", "H", "C", "C", "O", "H", "H", "H", "H", "H", "H", "C", "C", "O", "H", "H", "H", "H", "H", "H", "C", "C", "O", "H", "H", "H", "H", "H", "H", "C", "C", "O", "H", "H", "H", "H", "H", "H", "C", "C", "C", "O", "H", "H", "H", "H", "H", "H", "H", "H", "C", "C", "C", "O", "H", "H", "H", "H", "H", "H", "H", "H", "C", "C", "C", "O", "H", "H", "H", "H", "H", "H", "H", "H", "C", "C", "C", "O", "H", "H", "H", "H", "H", "H", "H", "H", "C", "C", "C", "O", "H", "H", "H", "H", "H", "H", "H", "H"], "coordinates": [[14.56424, 10.87928, 11.11975], [13.17801, 11.26850, 10.53652], [12.59409, 12.53182, 10.90068], [14.87977, 9.93471, 10.69778], [14.56908, 10.79763, 12.19205], [15.43108, 11.49770, 10.96914], [12.49931, 10.47432, 10.76391], [13.22774, 11.20991, 9.39987], [11.94353, 12.48095, 11.65304], [6.50633, 11.13367, 13.08134], [6.74895, 12.18928, 11.98702], [7.92754, 12.95826, 12.40016], [5.61890, 10.50146, 12.91578], [6.27943, 11.63520, 14.06276], [7.34563, 10.45810, 13.22219], [5.87456, 12.81983, 11.91116], [6.99502, 11.84261, 11.01028], [7.78259, 13.87762, 12.02434], [8.25840, 16.07018, 9.05660], [7.61781, 15.01021, 9.91285], [7.48250, 15.38173, 11.27814], [8.58276, 15.71003, 8.06566], [9.15745, 16.55774, 9.61218], [7.52333, 16.82373, 8.83546], [8.26224, 14.09129, 9.91553], [6.65085, 14.73770, 9.51613], [7.53300, 16.35813, 11.51010], [7.80781, 21.97072, 10.35786], [8.83054, 21.29949, 11.28363], [8.98711, 19.97585, 10.84582], [8.20283, 22.27555, 9.38986], [7.55068, 22.93794, 10.78905], [6.90063, 21.31617, 10.15432], [8.38048, 21.29770, 12.24988], [9.79812, 21.81982, 11.41510], [9.95350, 19.80661, 10.65954], [9.34621, 9.76917, 9.44134], [9.58540, 11.10086, 8.81192], [8.80768, 11.28336, 7.66792], [9.89122, 9.67926, 10.36322], [9.67811, 8.90225, 8.85927], [8.30444, 9.58604, 9.74617], [10.61018, 11.21335, 8.47623], [9.43188, 11.91755, 9.57508], [7.89824, 11.43727, 7.86514], [17.74897, 14.82656, 13.66880], [16.33556, 15.24282, 13.40623], [15.50502, 14.28981, 14.08214], [18.43765, 15.64816, 13.27925], [18.06674, 13.82987, 13.24213], [17.93128, 14.71297, 14.78515], [16.06166, 15.30355, 12.32325], [16.31891, 16.23894, 13.94406], [14.60658, 14.41918, 13.80167], [11.58979, 21.24671, 8.52384], [11.89512, 19.77922, 8.77842], [11.69310, 19.46532, 10.12340], [11.48248, 21.46243, 7.48158], [12.40251, 21.79212, 8.93137], [10.61217, 21.38131, 8.97749], [12.96331, 19.62921, 8.46261], [11.28453, 19.10402, 8.18324], [11.89946, 18.53591, 10.37286], [5.82554, 19.02934, 13.44240], [6.19409, 18.39893, 12.06922], [7.53064, 17.81876, 12.16638], [5.88856, 18.35888, 14.23823], [4.89315, 19.57065, 13.45870], [6.43600, 19.87563, 13.64910], [6.06964, 19.06685, 11.19885], [5.49793, 17.49034, 11.78552], [8.12946, 18.53736, 11.86107], [13.23610, 21.34598, 14.12704], [14.25821, 20.48951, 13.32651], [15.32246, 20.02170, 14.20563], [13.61687, 19.29577, 12.91261], [12.27618, 21.55086, 13.56499], [13.55488, 22.34662, 14.45064], [12.98880, 20.97409, 15.10088], [14.62887, 21.06837, 12.50685], [14.86183, 19.53271, 15.00247], [16.02694, 20.76467, 14.62339], [16.02312, 19.34171, 13.74988], [13.14118, 19.44721, 12.09036], [16.05577, 19.38616, 8.42777], [16.49748, 18.46333, 9.59577], [17.06219, 19.31705, 10.65232], [15.32100, 17.75821, 9.97271], [15.20945, 20.10944, 8.75022], [15.69138, 18.77735, 7.54148], [16.89873, 20.00534, 8.10974], [17.20377, 17.76284, 9.22334], [18.14335, 19.57479, 10.31493], [17.02672, 18.83148, 11.61174], [16.53839, 20.28096, 10.63886], [15.45662, 17.21047, 10.80923], [11.31760, 10.00327, 13.69595], [11.17747, 11.49372, 14.00100], [12.45888, 12.19268, 14.48673], [10.75005, 12.10779, 12.75341], [11.57341, 9.48482, 14.62402], [11.90747, 9.90302, 12.74308], [10.32049, 9.67750, 13.40924], [10.38859, 11.65093, 14.79422], [12.86723, 11.70763, 15.36972], [12.16757, 13.20487, 14.75181], [13.19717, 12.15695, 13.66968], [9.79393, 12.19543, 12.59850], [14.36306, 14.14403, 7.65681], [13.38332, 15.07139, 8.40586], [11.93736, 14.83569, 8.15717], [13.82583, 14.92006, 9.79838], [13.99913, 14.09000, 6.62593], [14.34239, 13.06802, 7.99000], [15.38582, 14.48078, 7.60961], [13.48872, 16.08996, 8.10207], [11.79450, 15.08836, 7.04456], [11.51493, 15.67751, 8.76778], [11.49644, 13.87483, 8.50493], [13.51246, 14.07986, 10.16735], [10.59228, 16.05238, 12.48754], [11.92558, 16.85998, 12.41352], [12.93422, 16.15316, 13.18892], [12.29808, 17.03152, 11.09894], [9.83826, 16.47255, 11.74180], [10.11116, 16.04901, 13.47795], [10.87527, 15.01783, 12.21436], [11.72265, 17.84361, 12.84412], [13.84787, 16.70300, 13.40676], [13.23822, 15.20262, 12.64172], [12.56472, 15.82345, 14.11677], [12.71574, 16.23748, 10.68807]], "forces_ev_per_angstrom": [[-0.45, 0.30, 0.01], [0.63, 0.48, -1.25], [0.83, -0.20, -0.11], [-0.26, -0.51, -0.06], [-0.47, -0.34, 0.62], [-0.03, 1.02, -0.70], [-0.60, -0.56, 0.46], [0.11, 0.46, 1.22], [0.37, -0.49, -0.56], [-0.80, 0.32, 0.42], [1.18, 0.26, 1.87], [-1.09, 0.41, -0.58], [0.26, 0.23, -0.38], [0.50, -0.24, -0.96], [0.23, 0.08, -0.05], [-0.20, 0.42, 0.01], [-0.16, -0.96, -0.79], [0.42, -0.64, 0.68], [1.49, 0.83, 0.39], [1.21, -0.64, 0.41], [-0.26, 0.06, 0.10], [0.07, -0.16, 0.53], [-1.47, -0.85, -1.07], [-0.22, 0.70, 0.09], [-0.51, 0.59, -0.09], [-0.44, -0.15, -0.21], [0.11, -0.71, -0.49], [-0.12, 0.33, -0.26], [-0.62, 0.43, -0.83], [1.50, -1.06, -0.08], [0.30, -0.47, -0.21], [-0.59, -0.07, 0.25], [1.13, 0.84, 0.60], [-0.30, -0.15, 1.07], [-0.41, -0.06, -0.51], [-0.82, -0.03, 0.08], [-0.19, -1.18, 0.63], [-0.08, 0.86, 0.92], [0.52, 0.25, -1.26], [0.48, 0.16, 0.64], [-0.17, 0.34, -0.34], [0.09, 0.28, -0.37], [0.27, -0.12, 0.02], [-0.02, -0.59, -0.61], [-0.87, 0.08, 0.47], [2.16, -0.47, 0.16], [-0.10, 0.26, 0.94], [0.62, 0.21, -0.16], [-0.66, -1.16, 0.49], [-0.51, 1.10, 0.12], [-0.35, 0.38, -1.28], [0.29, 0.15, 0.79], [-0.78, -0.62, -0.93], [-0.64, 0.10, -0.14], [-0.96, -1.69, 0.39], [1.42, -0.44, -1.38], [-0.25, 0.50, 1.39], [0.12, 0.03, -0.72], [0.31, 1.02, 0.61], [0.03, 0.81, 0.28], [-0.74, -0.29, 0.42], [-0.19, 0.06, -0.39], [0.21, -0.07, -0.44], [-0.21, 0.96, -2.34], [-1.25, -2.09, 0.35], [-0.69, 1.49, -0.49], [0.06, -1.24, 1.14], [-0.99, -0.52, -0.30], [1.39, 0.46, 0.14], [0.48, 0.07, 0.54], [1.19, 1.66, 0.87], [0.08, -0.40, -0.01], [-0.74, 1.36, -0.77], [-1.89, 0.74, 0.73], [2.80, 0.73, 0.52], [-0.05, -0.10, -0.44], [1.01, -0.54, 0.42], [0.62, 0.02, -0.70], [-0.29, -1.17, 0.34], [0.22, 0.28, -0.82], [-0.59, -1.00, 1.53], [-0.78, 0.28, -0.14], [-0.10, -0.56, -0.58], [-0.09, 0.06, -0.21], [-1.20, -0.16, -0.40], [-2.02, 0.61, -1.44], [2.14, 1.46, -0.51], [-0.08, -0.92, 1.65], [1.32, -1.32, -0.34], [0.39, 0.75, 1.04], [-0.05, -0.09, -0.07], [0.89, -0.73, -0.36], [-1.55, -0.47, 0.98], [0.25, 0.03, 0.53], [-0.04, -0.24, 0.55], [-0.15, 1.12, -1.69], [-0.50, 0.86, -0.46], [-0.89, 0.10, 0.20], [-0.71, -0.44, -0.84], [0.57, 0.32, 0.44], [0.62, -0.36, -0.57], [0.10, -0.33, 1.45], [-0.20, -0.26, 0.05], [0.58, -0.17, -0.85], [0.00, -0.13, 0.01], [0.36, 0.27, -0.11], [-0.08, 0.27, 0.40], [-0.16, 0.06, 0.49], [-1.35, -0.76, -1.14], [2.44, -2.57, 0.94], [-1.06, 1.00, -0.17], [-0.93, 1.42, -0.11], [0.23, -0.02, -0.24], [-0.10, 1.15, 0.17], [0.27, 0.28, 0.36], [0.94, 0.81, 0.19], [-0.29, -0.68, 1.63], [-0.54, -0.85, -0.66], [0.42, 0.53, -0.52], [-0.33, -0.32, -0.17], [-0.20, 0.42, -1.09], [-2.77, -0.15, 0.90], [2.45, -1.68, -0.38], [0.53, 0.38, -1.89], [1.06, -0.67, 0.97], [0.32, 0.05, -0.26], [-0.57, 0.25, 0.01], [0.22, 0.07, -0.14], [0.00, 0.31, -0.28], [-0.39, 0.93, 0.34], [-0.69, -0.35, 1.34], [0.06, 0.24, 0.41]], "mulliken_charge": [-1.517, 0.048, -0.024, 0.438, 0.317, 0.381, 0.300, 0.275, -0.147, -1.171, 0.069, -0.380, 0.395, 0.283, 0.185, 0.302, 0.133, 0.292, -0.994, 0.613, -0.636, 0.449, -0.039, 0.387, -0.443, 0.274, 0.229, -1.185, -0.111, -0.331, 0.291, 0.394, 0.196, 0.371, 0.242, 0.249, -1.099, 0.658, -0.606, 0.165, 0.326, 0.331, 0.155, -0.271, 0.338, -1.356, 0.837, -0.596, 0.315, 0.331, 0.304, -0.076, 0.049, 0.098, -1.083, 0.067, -0.424, 0.437, 0.361, -0.077, -0.029, 0.396, 0.154, -1.301, -0.118, -0.379, 0.345, 0.422, 0.276, 0.270, 0.209, 0.279, -1.321, 0.880, -1.457, -0.006, 0.140, 0.402, 0.343, 0.225, 0.404, 0.401, 0.135, -0.125, -1.248, 0.644, -1.307, -0.134, 0.096, 0.296, 0.442, 0.329, 0.384, 0.255, 0.269, -0.056, -1.188, 0.521, -0.855, -0.102, 0.421, 0.088, 0.275, 0.335, 0.473, 0.215, -0.121, -0.125, -1.358, 0.698, -0.610, -0.154, 0.445, 0.153, 0.306, 0.175, 0.448, -0.098, -0.112, 0.032, 0.027, 0.314, -0.834, 1.069, -0.812, 0.631, -0.504, 0.511, 0.276, -0.559, 0.816, -0.630], "spin_multiplicity": 1, "e_homo_ev": -9.684, "energy_ha": -2211.8845}

# 5
{"formula": "C3H8O3", "method": "wB97M-V/def2-TZVPD", "species": ["C", "C", "C", "O", "O", "H", "H", "H", "H", "H", "H", "O", "H", "H"], "coordinates": [[0.93308, -1.68428, -0.97981], [0.79309, -0.10388, -1.37981], [-0.12791, 0.60764, -0.54567], [0.03522, 1.49987, 0.20727], [-1.51242, 0.06634, -0.68411], [0.20500, -2.20270, -1.66380], [0.71261, -1.83622, 0.01627], [1.89685, -2.14770, -1.22687], [1.81398, 0.24012, -1.21355], [0.66203, -0.13569, -2.44786], [-2.05836, 0.23203, 0.19305], [-0.20784, 0.05434, 2.79953], [0.36410, -0.74045, 2.90849], [0.29457, 0.70930, 2.28453]], "forces_ev_per_angstrom": [[-1.05, 0.91, -3.56], [3.33, -3.35, -0.21], [-5.18, -0.77, 0.30], [0.96, 0.81, 0.72], [1.10, 0.66, 2.17], [0.44, 0.23, 1.16], [-0.59, -0.43, 2.07], [0.01, 0.73, 0.10], [-0.24, 0.74, 0.04], [-0.70, 0.56, -0.25], [1.99, -0.06, -2.51], [0.63, -0.68, -0.02], [-0.53, 1.09, -0.19], [-0.16, -0.42, 0.19]], "nbo_charge": [-0.572, -0.543, 0.819, -0.559, -0.771, 0.216, 0.206, 0.213, 0.234, 0.255, 0.502, -0.956, 0.469, 0.486], "spin_multiplicity": 1, "e_homo_ev": -10.810, "energy_ha": -344.8089}

# 6
{"formula": "C2H5BrNP", "method": "wB97M-V/def2-TZVPD", "species": ["C", "C", "N", "P", "Br", "H", "H", "H", "H", "H"], "coordinates": [[-0.71894, -1.17051, 1.22804], [0.15050, -0.23398, 0.48573], [-0.14896, 0.40896, -0.56041], [0.09726, 1.72373, -1.50387], [2.24261, 2.58964, -2.21241], [-1.49283, -1.60374, 0.60323], [-0.09717, -1.94323, 1.67609], [-1.19406, -0.62139, 2.04379], [1.15410, -0.11806, 0.91654], [0.00749, 0.96857, -2.67674]], "forces_ev_per_angstrom": [[-0.28, -0.09, 0.01], [1.07, 0.69, -0.54], [-0.03, -0.52, 0.78], [0.07, 0.63, -0.49], [-0.61, -0.66, 0.58], [-0.08, -0.03, -0.05], [-0.11, -0.12, 0.00], [-0.04, -0.02, 0.07], [-0.05, 0.11, -0.07], [0.05, 0.01, -0.28]], "nbo_charge": [-0.675, 0.201, -0.770, 0.810, -0.389, 0.236, 0.230, 0.242, 0.162, -0.047], "spin_multiplicity": 1, "e_homo_ev": -9.094, "energy_ha": -3049.3163}

# 7
{"formula": "C6H10N2", "method": "wB97M-V/def2-TZVPD", "species": ["H", "N", "C", "N", "C", "H", "H", "H", "C", "C", "C", "C", "H", "H", "H", "H", "H", "H"], "coordinates": [[1.21068, -1.22260, 0.73382], [0.77055, -1.98356, 0.21853], [-0.50261, -2.06379, 0.46440], [-1.28535, -1.20827, 1.11507], [-1.50636, 0.06741, 0.97499], [-1.00870, -2.96749, 0.12938], [-1.84800, 0.45382, 0.01192], [-1.93660, 0.56076, 1.84209], [0.86487, 1.20699, 1.72202], [0.35508, 1.11925, 0.62176], [0.51295, 1.37145, -0.87980], [0.51730, 0.13655, -1.74142], [1.20421, 1.27475, 2.71761], [-0.32296, 2.02883, -1.13682], [1.44374, 1.92696, -1.00331], [0.96969, 0.32643, -2.71822], [1.03969, -0.74167, -1.19898], [-0.47817, -0.28583, -1.87303]], "forces_ev_per_angstrom": [[-0.28, 0.22, -0.22], [-0.86, -0.90, 1.15], [1.22, -0.66, -1.42], [-0.04, 2.34, 1.28], [-1.82, -2.92, 0.23], [-0.06, -0.08, -0.10], [0.75, 0.38, -0.17], [0.17, 0.24, -0.02], [-0.70, 0.10, -0.62], [2.36, 1.08, -0.77], [-0.88, 0.15, 1.05], [0.75, -1.91, 0.65], [0.03, -0.09, 0.48], [0.19, 0.11, -0.23], [-0.13, 0.01, 0.16], [-0.11, 0.01, 0.15], [-0.41, 1.69, -1.38], [-0.19, 0.21, -0.21]], "nbo_charge": [0.341, -0.737, 0.270, -0.479, -0.009, 0.165, 0.179, 0.189, -0.175, -0.033, -0.454, -0.639, 0.242, 0.218, 0.235, 0.218, 0.269, 0.200], "spin_multiplicity": 1, "e_homo_ev": [-8.428, -8.429], "energy_ha": -343.9478}